14
Properties=species:S:1:pos:R:3:mulliken_charge:R:1 method="wB97M-V/def2-TZVPD" homo_lumo_gap_ev=8.24 e_homo_ha=-0.18209 e_above_lowest_ev=0.0000 multiplicity=1 charge=-1 largest_force_ev_per_a=3.39
C -0.90 -0.15 0.00 0.37
C 1.23 0.49 1.23 -1.18
C 0.63 0.02 -0.15 0.82
N -2.79 -0.80 0.56 -0.42
N -1.54 -0.85 0.93 -0.36
N -1.72 0.23 -0.92 -0.21
N -2.93 -0.14 -0.59 -0.57
O 0.89 0.92 -1.23 -0.66
S 1.31 -1.58 -0.76 -0.30
H 1.12 -0.40 1.87 0.31
H 2.31 0.64 1.04 0.31
H 0.70 1.43 1.32 0.34
H -0.03 1.17 -1.48 0.44
H 1.73 -0.97 -1.82 0.12

---

87
Properties=species:S:1:pos:R:3:mulliken_charge:R:1 method="wB97M-V/def2-TZVPD" homo_lumo_gap_ev="6.34 / 6.18" e_homo_ha="-0.38355 / -0.40588" multiplicity=2 charge=+1 largest_force_ev_per_a=4.84 s_squared=0.822
Ce 1.38 0.82 -1.98 0.80
F 7.13 -0.06 -1.39 -0.33
C 6.12 0.73 -1.03 -0.04
C 4.83 0.39 -1.40 -0.40
C 3.73 1.16 -1.04 0.52
C 4.00 2.35 -0.31 -0.18
C 5.31 2.66 0.04 0.18
F 5.60 3.80 0.69 -0.34
C 6.39 1.86 -0.29 -0.71
C 2.89 3.29 -0.04 0.94
C 2.90 4.25 0.97 -1.00
C 1.89 5.20 1.03 -0.50
C 0.88 5.16 0.09 -1.00
C 0.88 4.13 -0.83 -0.10
N 1.85 3.21 -0.89 0.07
H 4.71 -0.51 -2.00 0.59
H 7.39 2.14 -0.02 0.52
H 3.69 4.26 1.71 0.56
H 1.91 5.96 1.79 0.44
H 0.09 5.90 0.08 0.45
H 0.07 4.01 -1.54 0.45
C -1.10 0.25 -5.99 -1.79
C -0.53 1.10 -4.88 1.09
O -0.82 2.48 -5.11 -0.57
P -1.21 0.70 -3.22 0.67
O -2.76 0.97 -3.49 -0.64
O -0.96 -0.73 -2.80 -0.83
O -0.66 1.67 -2.18 -0.31
P 1.29 0.92 -4.65 0.90
O 1.98 0.93 -6.08 -0.62
O 1.62 -0.36 -3.91 -0.54
O 1.69 2.12 -3.84 -0.77
H -2.17 0.41 -6.06 0.42
H -0.91 -0.81 -5.80 0.39
H -0.64 0.54 -6.93 0.43
H -0.17 3.02 -4.65 0.42
H -3.34 0.69 -2.77 0.37
H -0.23 -2.30 -2.26 0.59
H 2.21 0.04 -6.38 0.36
C 2.81 -2.46 -1.47 -1.33
C 1.39 -2.02 -1.30 0.62
O 0.53 -2.83 -1.94 -0.50
N 1.06 -1.02 -0.57 -0.28
Te -1.22 -0.92 0.05 0.72
C -2.95 -2.01 0.93 -0.07
C -3.16 -3.38 0.71 1.03
C -2.22 -4.24 -0.09 -1.73
C -4.29 -3.98 1.27 -0.78
C -5.21 -3.25 2.02 0.69
C -6.43 -3.90 2.61 -1.60
C -4.99 -1.89 2.19 -0.92
C -3.88 -1.26 1.66 0.85
C -3.70 0.23 1.88 -1.27
C -0.43 -0.48 1.98 0.75
C -0.19 0.87 2.27 0.89
C -0.38 1.94 1.22 -1.10
C 0.30 1.22 3.52 -1.09
C 0.55 0.27 4.49 0.59
C 1.08 0.66 5.85 -1.64
C 0.33 -1.07 4.18 -0.95
C -0.14 -1.46 2.93 0.89
C -0.32 -2.93 2.65 -1.56
H 2.86 -3.55 -1.38 0.51
H 3.44 -1.99 -0.72 0.37
H 3.15 -2.20 -2.48 0.22
H -1.46 -3.64 -0.58 0.13
H -2.78 -4.79 -0.85 0.54
H -1.73 -4.97 0.55 0.36
H -4.45 -5.04 1.11 0.39
H -6.42 -4.98 2.45 0.36
H -7.33 -3.49 2.16 0.35
H -6.48 -3.72 3.68 0.36
H -5.71 -1.31 2.75 0.43
H -4.60 0.67 2.30 0.50
H -3.47 0.74 0.94 0.07
H -2.87 0.41 2.57 0.26
H -1.39 1.94 0.81 -0.06
H 0.32 1.75 0.40 0.06
H -0.17 2.92 1.63 0.59
H 0.49 2.27 3.73 0.34
H 1.16 1.74 5.94 0.36
H 2.07 0.23 6.01 0.36
H 0.42 0.29 6.64 0.37
H 0.55 -1.83 4.92 0.50
H 0.32 -3.52 3.30 0.49
H -0.07 -3.15 1.61 0.07
H -1.36 -3.23 2.82 0.30